Model A:
Entry from OMol25: a 3-piece molecular cluster, C2H12N2O2 overall (wB97M-V/def2-TZVPD).

Calculated values
E_LUMO: 0.65 eV
SMILES string: CNCN.O.O

Element x y z (Å)
C1 -1.52 -0.77 -1.04
N1 -0.20 -0.51 -1.54
C2 0.85 -0.50 -0.53
N2 1.83 0.59 -0.74
H1 -2.20 -1.01 -1.86
H2 -1.60 -1.58 -0.31
H3 -1.97 0.11 -0.58
H4 0.01 -1.17 -2.27
H5 1.43 -1.43 -0.59
H6 0.43 -0.43 0.47
H7 1.66 0.91 -1.69
H8 1.53 1.36 -0.15
O1 -4.48 -2.58 4.66
H9 -5.14 -3.28 4.54
H10 -4.53 -2.19 3.77
O2 4.91 4.40 -0.82
H11 4.07 4.26 -1.26
H12 4.93 3.82 -0.06

***

Model B:
Entry from OMol25: a 3-piece molecular cluster, C2H12N2O2 overall (wB97M-V/def2-TZVPD).

Calculated values
E_LUMO: 0.75 eV
SMILES string: NCCN.O.O

Element x y z (Å)
N1 2.20 -0.10 -0.39
C1 0.79 0.15 -0.42
C2 -0.02 -0.67 -1.42
N2 -1.44 -0.33 -1.31
H1 2.75 0.35 -1.10
H2 2.50 -1.05 -0.24
H3 0.61 1.21 -0.62
H4 0.34 -0.02 0.56
H5 0.36 -0.53 -2.44
H6 0.06 -1.74 -1.18
H7 -1.60 0.64 -1.54
H8 -2.02 -0.95 -1.84
O1 -0.24 -1.35 2.78
H9 -1.07 -1.47 2.31
H10 0.39 -1.86 2.25
O2 -1.12 2.68 1.90
H11 -1.99 2.66 1.49
H12 -0.51 2.40 1.19

***

Model C:
Entry from OMol25: a 4-piece molecular cluster, C2H12N2O2 overall (wB97M-V/def2-TZVPD).

Calculated values
E_LUMO: -4.78 eV

Element x y z (Å)
N1 1.17 -1.50 0.82
C1 -0.10 -2.05 0.60
C2 -1.05 -1.13 -0.16
N2 1.40 1.28 0.31
H1 0.81 1.99 -1.83
H2 1.87 -2.23 0.65
H3 0.03 -2.94 -0.02
H4 -0.53 -2.38 1.57
H5 -1.13 -0.12 0.26
H6 -2.07 -1.51 -0.11
H7 1.53 1.47 1.29
H8 1.44 0.25 0.34
H9 -0.70 1.82 -1.37
H10 -0.75 -0.94 -1.19
O1 -0.07 1.73 -2.11
H11 -1.10 2.87 0.56
H12 0.41 1.46 0.07
O2 -1.16 1.94 0.31

***

So which one is most stable? That would be model B, about 0.0126 hartree below the next structure.